No. 1
Computed, not measured: a structure of composition C9H26CdNO6, with wB97M-V/def2-TZVPD.

As for the spin multiplicity: 1. Its total charge is -1. As for the HOMO energy: -3.06 eV. Its energy above the lowest of the compared OMol25 structures with the same formula, charge and spin is 37.9 kcal/mol.

Positions of all 43 atoms, in Å:
Cd (0.05645, -0.92816, 0.69007)
C (-1.81961, -2.66942, -1.67495)
O (-1.17815, -1.98614, -0.68302)
H (-1.16828, -3.53293, -1.96001)
H (-2.83609, -3.01286, -1.42402)
H (-1.87942, -2.17557, -2.67777)
C (-1.96862, 1.74885, 1.03392)
O (-1.75934, 0.44998, 1.44381)
H (-2.38121, 1.90735, 0.01718)
H (-2.56565, 2.32648, 1.76054)
H (-1.00352, 2.31981, 0.99081)
C (0.12777, -3.13513, 3.09151)
O (-0.42093, -2.03202, 2.49540)
H (0.56928, -3.86302, 2.37711)
H (0.99087, -2.82439, 3.73651)
H (-0.56199, -3.64980, 3.78588)
C (-2.25843, 2.30501, -3.25408)
O (-1.00817, 2.05008, -2.65668)
C (-0.59345, 0.69964, -2.75025)
C (0.74849, 0.59442, -2.06525)
N (0.64999, 0.68230, -0.60129)
C (1.93361, 1.19694, -0.08151)
C (1.87702, 1.49822, 1.38355)
O (1.53613, 0.25618, 2.05139)
C (1.76134, 0.43501, 3.44334)
H (-2.87156, 1.40276, -3.20970)
H (-2.04092, 2.61023, -4.29106)
H (-2.83107, 3.15379, -2.87782)
H (-0.44398, 0.44474, -3.80865)
H (-1.35290, 0.02960, -2.33281)
H (1.23580, 1.48131, -2.50170)
H (1.28464, -0.29196, -2.40375)
H (-0.04287, 1.43462, -0.53048)
H (2.16056, 2.17069, -0.55110)
H (2.78869, 0.59356, -0.38957)
H (1.13142, 2.25160, 1.65032)
H (2.86082, 1.77413, 1.77580)
H (2.79186, 0.74621, 3.64289)
H (1.54306, -0.44320, 4.04272)
H (1.09526, 1.23873, 3.76706)
O (1.71076, -2.17251, 0.03627)
H (1.49807, -3.05906, -0.28757)
H (2.63426, -2.02609, -0.20299)

No. 2
Computed, not measured: a structure of composition C9H26CuF3N10O7, with wB97M-V/def2-TZVPD.

As for the spin multiplicity: 1. Its total charge is 0. As for the HOMO energy: -8.30 eV. Its energy above the lowest of the compared OMol25 structures with the same formula, charge and spin is 101.1 kcal/mol.

Positions of all 56 atoms, in Å:
Cu (13.17021, 8.19645, -6.08863)
C (14.30785, 5.57221, -6.24116)
O (14.88974, 6.84535, -6.00945)
O (12.90984, 5.83721, -6.13205)
C (14.91767, 4.93202, -7.60674)
F (16.08335, 4.43340, -7.27818)
F (14.10237, 4.02043, -8.17532)
F (15.06044, 5.88095, -8.58490)
C (16.33484, 7.07976, -5.92106)
C (16.21571, 8.60918, -5.53945)
H (16.00502, 9.21287, -6.42221)
H (15.46208, 8.70328, -4.75760)
H (17.12998, 9.03997, -5.13121)
H (16.97274, 7.00133, -6.80141)
H (16.77877, 6.45152, -5.14883)
H (14.73810, 5.07589, -5.37129)
C (14.98739, 8.89508, -9.58493)
O (14.08775, 8.91215, -8.78917)
N (15.01079, 8.15050, -10.65000)
N (16.07475, 9.56417, -9.50141)
H (15.88672, 8.07400, -11.14697)
H (14.22018, 7.57897, -10.91154)
H (16.70464, 9.64702, -10.28658)
H (16.16052, 10.26798, -8.78210)
C (12.05488, 8.06043, -3.03699)
O (12.59891, 8.76547, -3.87882)
N (12.02388, 6.79173, -3.18165)
N (11.43020, 8.46250, -2.01058)
H (12.02936, 6.33713, -2.27977)
H (12.40074, 6.35785, -4.01221)
H (10.90726, 7.75838, -1.50975)
H (11.32642, 9.44894, -1.82013)
C (8.69932, 6.99495, -5.43250)
O (7.57309, 7.17378, -5.79581)
N (9.66245, 7.62825, -5.89124)
N (9.22930, 6.36540, -4.36599)
H (9.52513, 8.01365, -6.81466)
H (10.50967, 7.83082, -5.38006)
H (8.58762, 6.00176, -3.67598)
H (10.23241, 6.33722, -4.25158)
C (13.01692, 11.29474, -6.79857)
O (12.14817, 10.48048, -6.43380)
N (14.09528, 11.61635, -6.19447)
N (12.97459, 12.05632, -7.88347)
H (14.56064, 11.02047, -5.52479)
H (14.66402, 12.33349, -6.62150)
H (12.08568, 12.15747, -8.35221)
H (13.67342, 12.77489, -8.00758)
C (11.01651, 6.78443, -9.59448)
O (9.95610, 7.13971, -10.00837)
N (11.18764, 6.17142, -8.46673)
N (12.23809, 6.91752, -10.14305)
H (10.33848, 5.88848, -7.99878)
H (12.09842, 6.24432, -8.03630)
H (13.15983, 6.79579, -9.74848)
H (12.17301, 7.38903, -11.03386)

No. 3
Computed, not measured: a structure of composition C9H26InN2O7, with wB97M-V/def2-TZVPD.

As for the spin multiplicity: 1. Its total charge is +1. As for the HOMO energy: -11.14 eV. Its energy above the lowest of the compared OMol25 structures with the same formula, charge and spin is 0.0 kcal/mol.

Positions of all 45 atoms, in Å:
O (4.49702, 0.44623, -1.73202)
H (4.44276, 1.42469, -1.67504)
In (0.42705, 0.47487, 0.17927)
N (-1.59033, -0.00959, -0.88188)
N (0.72053, -0.55758, -1.86885)
O (-2.68010, -0.31640, -0.03501)
O (1.87871, -0.83724, -2.32366)
C (-1.61933, -0.60657, -2.07450)
C (-0.34043, -0.90494, -2.63919)
C (-2.92972, -1.03573, -2.62922)
C (-0.11647, -1.53757, -3.97058)
H (-3.51620, -0.12647, -2.84601)
H (-3.45723, -1.64896, -1.87990)
H (-2.78189, -1.61639, -3.54279)
H (0.41656, -2.49959, -3.87111)
H (0.48998, -0.89893, -4.63264)
H (-1.08041, -1.69244, -4.45691)
H (-3.27276, 0.49173, -0.05285)
H (3.58844, 0.07649, -1.75423)
O (-0.49972, -1.41394, 1.23114)
H (-1.45756, -1.43128, 1.01867)
H (-0.11676, -2.31254, 1.16348)
C (0.33539, 2.52293, 0.10383)
H (0.48808, 3.02933, 1.06105)
H (-0.41485, 3.02601, -0.52655)
H (1.32410, 2.59070, -0.43125)
O (-4.39669, 1.80583, 0.13977)
H (-5.33676, 1.59327, -0.00440)
H (-4.18252, 2.39971, -0.60400)
C (3.13449, -1.38132, 0.79377)
O (2.06005, -0.63486, 1.39810)
C (2.35059, -0.11685, 2.71368)
C (1.05925, 0.26442, 3.42279)
O (0.17288, 0.95308, 2.53505)
C (-1.12334, 1.21166, 3.09402)
H (2.75619, -1.80007, -0.15506)
H (3.38741, -2.19370, 1.49193)
H (4.01450, -0.73182, 0.62688)
H (2.83328, -0.92694, 3.27568)
H (3.01057, 0.76271, 2.60541)
H (0.54097, -0.63514, 3.81160)
H (1.30234, 0.96079, 4.24356)
H (-1.49191, 0.31398, 3.62059)
H (-1.03799, 2.05539, 3.79739)
H (-1.78818, 1.46306, 2.25998)

No. 4
Computed, not measured: a structure of composition C9H26N2O5V, with wB97M-V/def2-TZVPD.

As for the spin multiplicity: 1. Its total charge is +1. As for the HOMO energy: -13.06 eV. Its energy above the lowest of the compared OMol25 structures with the same formula, charge and spin is 0.0 kcal/mol.

Positions of all 43 atoms, in Å:
O (-1.31775, -0.18985, 1.76431)
V (-0.90833, -0.95425, 0.43038)
O (-1.66238, -2.38449, 0.49082)
C (0.94234, 1.97946, 3.85621)
O (1.77494, 2.24341, 2.73570)
H (0.27053, 1.15383, 3.61582)
H (1.49232, 1.71087, 4.76112)
H (0.30993, 2.83968, 4.09518)
H (2.57708, 2.66821, 3.05105)
C (-1.47034, -1.11764, -4.02409)
C (-1.30328, -0.53874, -2.61791)
C (-2.61511, -0.36769, -1.94435)
O (-2.38782, 0.18533, -0.65411)
C (-3.44837, 0.99620, -0.11971)
N (-0.45287, -1.40147, -1.74331)
H (-2.04301, -0.44232, -4.66188)
H (-1.98159, -2.08010, -3.99049)
H (-0.50003, -1.22417, -4.51095)
H (-0.80075, 0.42702, -2.68743)
H (-3.11624, -1.33599, -1.83108)
H (-3.24161, 0.30317, -2.53368)
H (-3.13552, 1.31521, 0.87087)
H (-4.36483, 0.41643, -0.02770)
H (-3.58370, 1.87783, -0.74498)
H (-0.74769, -2.36910, -1.86797)
H (0.50014, -1.36743, -2.09618)
C (3.36469, -1.24215, 1.61181)
C (1.96620, -0.71950, 1.32279)
C (1.94257, 0.19404, 0.14878)
O (0.62406, 0.70698, -0.02171)
C (0.60699, 1.96728, -0.67681)
N (0.96618, -1.83059, 1.14457)
H (3.42143, -1.62353, 2.62950)
H (4.09116, -0.42861, 1.54929)
H (3.67593, -2.00219, 0.89330)
H (1.62057, -0.14379, 2.18192)
H (2.27688, -0.30508, -0.77699)
H (2.63678, 1.01509, 0.33578)
H (0.97532, 2.73428, 0.00551)
H (-0.42325, 2.19709, -0.94524)
H (1.21457, 1.93867, -1.58586)
H (1.36874, -2.52224, 0.51538)
H (0.88513, -2.27917, 2.05235)

No. 5
Computed, not measured: a structure of composition C9H26N2O7Pr, with wB97M-V/def2-TZVPD.

As for the spin multiplicity: 3. Its total charge is +1. As for the HOMO energy (alpha / beta): -10.23 / -10.22 eV. Its energy above the lowest of the compared OMol25 structures with the same formula, charge and spin is 0.0 kcal/mol.

Positions of all 45 atoms, in Å:
O (1.70539, -1.12726, 2.42418)
H (1.96997, -1.66364, 3.19154)
Pr (0.43771, -0.61739, 0.52129)
N (0.31462, -1.35317, -1.80523)
N (-1.82847, -0.25952, -0.71274)
O (1.44196, -1.77376, -2.56430)
O (-3.11757, 0.14628, -0.24902)
C (-0.82258, -1.41772, -2.51459)
C (-1.99470, -0.87995, -1.89090)
C (-0.84217, -1.95516, -3.89578)
C (-3.34323, -0.94831, -2.49867)
H (0.09902, -2.46072, -4.11556)
H (-0.98843, -1.14264, -4.62326)
H (-1.67156, -2.66339, -4.01464)
H (-4.01731, -0.23177, -2.02521)
H (-3.77895, -1.95244, -2.36945)
H (-3.25808, -0.74137, -3.57331)
H (2.14663, -1.88784, -1.89425)
H (-2.99626, 0.58039, 0.60786)
O (0.15314, 1.76995, -1.09589)
H (0.49133, 2.21278, -1.89967)
H (-0.76414, 1.52156, -1.33763)
C (-0.74053, -2.47476, 1.61066)
H (0.04249, -3.01198, 2.17705)
H (-1.21964, -3.20956, 0.96492)
H (-1.51341, -2.22629, 2.34198)
O (2.62387, -2.18050, -0.07353)
H (3.23845, -1.88441, 0.62864)
H (2.63023, -3.17451, 0.09173)
C (-0.83583, 2.54758, 1.78825)
O (0.20633, 1.56317, 1.79812)
C (1.37394, 2.04019, 2.49487)
C (2.51151, 1.12402, 2.15825)
O (2.48884, 0.77589, 0.77804)
C (3.44621, 1.33200, -0.13644)
H (-1.79642, 2.02113, 1.75137)
H (-0.71184, 3.21564, 0.92272)
H (-0.76687, 3.13411, 2.71600)
H (1.60779, 3.07405, 2.21663)
H (1.16563, 2.05155, 3.57184)
H (3.50154, 1.38986, 2.53738)
H (2.16597, 0.02953, 2.58218)
H (3.39284, 0.70720, -1.03242)
H (3.15388, 2.36889, -0.33088)
H (4.43643, 1.24498, 0.32887)